C59H56As2CsF6N8O3 | the ωB97M-V functional and the def2-TZVPD basis

Last column: Mulliken charge in e.
CARTESIAN COORDINATES (ANGSTROEM)
Cs (0.49, 0.33, -1.22)  0.98
N (-0.34, 0.94, 1.90)  1.66
C (-0.81, 0.67, 3.24)  -1.01
C (-0.87, -0.83, 3.49)  -0.37
N (0.38, -1.52, 3.28)  1.98
C (0.24, -2.95, 3.11)  -0.99
C (-0.53, -3.37, 1.86)  -1.03
N (-0.10, -2.63, 0.68)  0.51
C (1.43, -1.19, 4.23)  -1.14
C (2.79, -1.14, 3.55)  -0.15
N (2.79, -0.02, 2.60)  -0.31
H (-1.01, 0.54, 1.25)  -0.93
H (-0.36, 1.94, 1.68)  -0.41
H (-0.14, 1.16, 3.96)  0.57
H (-1.82, 1.07, 3.44)  0.47
H (-1.29, -1.02, 4.51)  0.14
H (-1.58, -1.23, 2.77)  -0.79
H (1.24, -3.38, 3.04)  0.39
H (-0.25, -3.41, 3.99)  0.15
H (-0.39, -4.45, 1.77)  0.60
H (-1.61, -3.20, 1.99)  0.22
H (0.89, -2.76, 0.55)  -0.25
H (-0.55, -3.00, -0.15)  -0.13
H (1.24, -0.20, 4.64)  0.29
H (1.45, -1.90, 5.08)  0.44
H (3.55, -0.96, 4.31)  0.45
H (3.02, -2.10, 3.08)  -0.18
H (3.47, -0.17, 1.87)  0.25
H (1.87, 0.03, 2.16)  -0.13
C (-3.88, -1.40, -3.13)  0.47
C (-3.41, -1.82, -4.37)  -1.15
C (-2.12, -2.30, -4.54)  -0.64
C (-1.26, -2.41, -3.44)  0.85
C (-1.79, -2.00, -2.24)  -0.03
C (-3.04, -1.49, -2.01)  -0.42
C (0.17, -2.83, -3.55)  0.11
C (0.60, -3.67, -4.60)  -1.33
C (1.92, -3.98, -4.69)  -1.09
C (2.83, -3.45, -3.74)  1.55
C (4.22, -3.71, -3.79)  -0.99
C (5.05, -3.17, -2.85)  -0.73
C (4.53, -2.36, -1.82)  -1.06
C (3.19, -2.10, -1.75)  0.68
C (2.30, -2.64, -2.71)  -0.50
N (0.98, -2.36, -2.63)  0.40
H (-4.87, -0.99, -3.03)  0.19
H (-4.06, -1.73, -5.24)  0.36
H (-1.77, -2.56, -5.53)  0.36
H (-3.31, -1.12, -1.03)  0.37
H (-0.11, -4.06, -5.31)  0.36
H (2.30, -4.62, -5.48)  0.41
H (4.61, -4.34, -4.58)  0.36
H (6.11, -3.38, -2.88)  0.43
H (5.19, -1.96, -1.07)  0.46
H (2.81, -1.48, -0.95)  0.29
C (3.42, 5.21, 3.20)  -0.46
C (2.49, 6.13, 2.72)  -0.54
C (1.44, 5.70, 1.91)  -0.48
C (1.32, 4.35, 1.60)  -0.10
C (2.24, 3.44, 2.09)  -0.11
C (3.29, 3.87, 2.88)  -0.72
N (0.26, 3.82, 0.80)  0.93
N (-0.25, 4.63, 0.02)  -0.92
C (-1.31, 4.14, -0.81)  -0.66
C (-1.95, 5.19, -1.48)  -0.16
C (-2.97, 4.92, -2.37)  -0.98
C (-3.30, 3.59, -2.60)  -0.38
C (-2.63, 2.58, -1.91)  -0.90
C (-1.61, 2.76, -0.97)  1.14
H (4.24, 5.55, 3.82)  0.36
H (2.59, 7.18, 2.97)  0.34
H (0.72, 6.40, 1.52)  0.40
H (2.14, 2.39, 1.83)  0.49
H (4.01, 3.14, 3.24)  0.46
H (-1.61, 6.20, -1.29)  0.43
H (-3.48, 5.72, -2.90)  0.33
H (-4.07, 3.33, -3.33)  0.43
H (-2.95, 1.55, -2.14)  0.16
O (-3.17, 0.15, 0.90)  0.74
As (-4.77, 0.34, 1.20)  1.19
C (-4.99, 2.14, 1.86)  0.19
C (-3.86, 2.93, 1.67)  0.25
C (-3.91, 4.27, 2.04)  -0.91
C (-5.05, 4.80, 2.61)  -0.69
C (-6.17, 3.99, 2.81)  -0.72
C (-6.14, 2.66, 2.43)  -0.43
C (-5.94, 0.24, -0.33)  0.16
C (-6.73, -0.87, -0.61)  -0.32
C (-7.54, -0.88, -1.74)  -0.69
C (-7.55, 0.21, -2.59)  -0.46
C (-6.75, 1.31, -2.33)  -0.82
C (-5.95, 1.33, -1.19)  -0.72
C (-5.43, -0.99, 2.43)  -0.06
C (-4.52, -1.95, 2.84)  0.53
C (-4.92, -2.95, 3.72)  -0.57
C (-6.22, -2.98, 4.19)  -0.57
C (-7.14, -2.02, 3.77)  -0.71
C (-6.75, -1.03, 2.89)  -0.18
H (-2.97, 2.52, 1.21)  0.19
H (-3.04, 4.89, 1.86)  0.48
H (-5.09, 5.84, 2.90)  0.38
H (-7.07, 4.41, 3.26)  0.39
H (-7.02, 2.04, 2.58)  0.23
H (-6.71, -1.73, 0.05)  0.44
H (-8.15, -1.75, -1.95)  0.35
H (-8.17, 0.19, -3.48)  0.37
H (-6.74, 2.16, -3.00)  0.39
H (-5.31, 2.19, -1.00)  0.59
H (-3.51, -1.90, 2.47)  -0.45
H (-4.20, -3.70, 4.04)  0.47
H (-6.53, -3.76, 4.87)  0.38
H (-8.16, -2.05, 4.13)  0.39
H (-7.47, -0.29, 2.55)  0.29
F (2.54, -3.89, 1.12)  -0.71
As (3.98, -4.86, 1.30)  2.13
F (2.99, -6.29, 1.44)  -0.52
F (4.05, -5.08, -0.42)  -0.48
F (5.41, -5.82, 1.50)  -0.53
F (4.95, -3.42, 1.16)  -0.47
F (3.89, -4.63, 3.02)  -0.52
O (2.68, 0.00, -4.45)  -0.68
C (3.17, 0.81, -3.68)  -0.31
N (2.52, 1.52, -2.71)  0.12
C (3.42, 2.30, -2.04)  -0.04
O (3.20, 3.03, -1.09)  -0.62
C (4.80, 2.10, -2.65)  -0.02
C (6.03, 2.63, -2.34)  -0.29
C (7.12, 2.19, -3.09)  -0.44
C (6.97, 1.25, -4.11)  -0.50
C (5.71, 0.72, -4.40)  -0.33
C (4.64, 1.17, -3.66)  0.34
H (6.14, 3.35, -1.54)  0.50
H (8.11, 2.58, -2.88)  0.36
H (7.84, 0.92, -4.66)  0.36
H (5.57, -0.02, -5.18)  0.47

## Properties
- molar mass (g mol⁻¹) = 1321.89
- HOMO level (alpha / beta) (eV) = -2.17 / -2.17
- orbital gap (alpha / beta) (eV) = 5.40 / 5.40
- multiplicity = 2
- expectation value of S² = 0.760
- LUMO level (alpha / beta) (eV) = 3.228 / 3.228
- charge = -2


C10H11BrINO | the ωB97M-V functional and the def2-TZVPD basis

Last column: natural (NBO) charge in e.
CARTESIAN COORDINATES (ANGSTROEM)
C (2.60, -0.33, -0.20)  -0.11
C (0.94, -1.81, 0.52)  -0.11
C (3.25, -1.35, -0.93)  -0.27
C (1.47, -2.84, -0.19)  -0.25
C (1.45, -0.56, 0.59)  -0.24
C (2.61, -2.56, -0.88)  -0.02
C (-1.49, 0.21, -0.50)  0.63
C (-2.91, -0.03, -0.89)  -0.72
C (0.86, 1.93, 0.82)  -0.71
C (0.78, 0.51, 1.26)  0.20
N (-1.20, 0.17, 0.80)  -0.69
O (-0.54, 0.38, -1.28)  -0.65
Br (3.35, -3.98, -1.94)  0.03
I (0.54, 0.12, 3.38)  0.17
H (2.87, 0.79, -0.34)  0.22
H (0.15, -2.16, 1.12)  0.22
H (3.97, -1.20, -1.70)  0.24
H (1.10, -3.81, -0.07)  0.23
H (-3.33, -1.03, -0.62)  0.24
H (-2.88, -0.12, -2.02)  0.24
H (-3.65, 0.76, -0.62)  0.24
H (0.25, 2.61, 1.29)  0.24
H (0.85, 2.16, -0.22)  0.27
H (1.92, 2.21, 1.03)  0.22
H (-1.72, 0.54, 1.57)  0.38

## Properties
- molar mass (g mol⁻¹) = 368.01
- HOMO level (eV) = -8.88
- orbital gap (eV) = 8.64
- LUMO level (eV) = -0.247
- charge = 0


C16H18N4O4S2 | the ωB97M-V functional and the def2-TZVPD basis

Last column: natural (NBO) charge in e.
CARTESIAN COORDINATES (ANGSTROEM)
C (3.21, 2.63, 2.04)  -0.65
C (2.45, 2.39, 0.78)  0.28
C (1.34, 3.09, 0.41)  -0.38
C (0.61, 2.74, -0.78)  0.65
O (-0.44, 3.21, -1.16)  -0.65
N (1.24, 1.74, -1.53)  -0.60
C (2.30, 1.06, -1.04)  0.34
S (2.83, -0.35, -1.95)  0.25
C (3.52, -1.35, -0.59)  -0.61
C (2.53, -1.52, 0.55)  0.69
O (2.74, -1.05, 1.65)  -0.60
N (1.42, -2.26, 0.31)  -0.46
C (0.98, -2.86, -0.94)  -0.26
C (-0.55, -2.91, -0.77)  -0.25
N (-0.84, -1.98, 0.30)  -0.65
S (-0.94, -0.35, -0.27)  2.28
O (-0.58, -0.33, -1.67)  -0.96
O (-0.18, 0.48, 0.61)  -0.94
C (-2.67, 0.06, -0.13)  -0.24
C (-3.03, 1.36, -0.44)  -0.22
C (-4.37, 1.71, -0.36)  -0.19
C (-5.31, 0.78, 0.04)  -0.19
C (-4.93, -0.51, 0.35)  -0.21
C (-3.60, -0.88, 0.27)  -0.22
C (0.28, -2.15, 1.20)  -0.07
N (2.93, 1.37, 0.02)  -0.54
H (2.74, 3.40, 2.64)  0.21
H (3.25, 1.70, 2.59)  0.25
H (4.23, 2.92, 1.80)  0.23
H (0.93, 3.86, 1.03)  0.23
H (0.71, 1.35, -2.30)  0.44
H (3.81, -2.30, -1.03)  0.24
H (4.39, -0.82, -0.20)  0.27
H (1.26, -2.25, -1.80)  0.24
H (1.41, -3.86, -1.04)  0.20
H (-1.07, -2.60, -1.68)  0.24
H (-0.89, -3.90, -0.47)  0.21
H (-2.28, 2.07, -0.75)  0.27
H (-4.67, 2.72, -0.60)  0.22
H (-6.35, 1.06, 0.10)  0.22
H (-5.67, -1.24, 0.66)  0.22
H (-3.27, -1.88, 0.51)  0.24
H (0.39, -1.29, 1.86)  0.27
H (0.14, -3.07, 1.77)  0.19

## Properties
- molar mass (g mol⁻¹) = 394.48
- HOMO level (eV) = -8.43
- orbital gap (eV) = 8.93
- LUMO level (eV) = 0.496
- charge = 0


C3H7N3 | the ωB97M-V functional and the def2-TZVPD basis

Last column: natural (NBO) charge in e.
CARTESIAN COORDINATES (ANGSTROEM)
H (1.46, -2.11, -1.37)  0.35
N (1.33, -1.57, -0.37)  -0.69
C (0.32, -0.91, -0.06)  0.41
N (-0.79, -0.55, -1.02)  -0.89
C (0.32, 0.00, 1.11)  -0.43
C (-0.07, 1.29, 0.88)  0.08
N (-0.84, 1.64, -0.12)  -0.81
H (-1.77, -0.84, -0.41)  0.38
H (-0.95, -1.55, -1.48)  0.38
H (0.99, -0.20, 1.84)  0.22
H (0.34, 2.08, 1.64)  0.20
H (-0.53, 1.05, -0.97)  0.43
H (-0.77, 2.76, -0.24)  0.37

## Properties
- molar mass (g mol⁻¹) = 85.11
- HOMO level (eV) = -8.07
- orbital gap (eV) = 8.91
- LUMO level (eV) = 0.843
- charge = 0


Energy above the lowest of the compared OMol25 structures with the same formula, charge and spin values, unit kJ/mol, following the record order: 0.0; 145.2; 113.2; 305.0.
Strongest force on any atom values, unit hartree/bohr, following the record order: 0.0174; 0.1042; 0.0238; 0.1633.